A:
{
  "formula": "C5H6O",
  "method": "wB97M-V/def2-TZVPD",
  "gap_ha": [0.26237, 0.34009],
  "homo_ev": [-8.553, -9.465],
  "symbols": ["C", "C", "C", "C", "C", "O", "H", "H", "H", "H", "H", "H"],
  "positions_angstrom": [[-1.411, -0.021, -0.167], [-1.826, 1.168, 0.085], [1.922, 0.107, -0.340], [-0.343, -1.073, -0.086], [0.965, -0.519, 0.481], [3.003, 0.542, 0.041], [-1.258, 1.958, 0.566], [-2.834, 1.447, -0.177], [1.680, 0.118, -1.424], [-0.723, -1.872, 0.555], [-0.183, -1.491, -1.082], [1.007, -0.365, 1.549]],
  "lowdin_charge": [-0.0190, -0.0315, -0.3250, -0.2250, -0.0004, 0.0277, 0.0642, 0.0520, 0.1246, 0.1096, 0.1078, 0.1149]
}

B:
{
  "formula": "C5H6O",
  "method": "wB97M-V/def2-TZVPD",
  "smiles": "CCC#CC=O",
  "gap_ha": 0.39076,
  "homo_ev": -10.088,
  "symbols": ["C", "C", "C", "C", "C", "O", "H", "H", "H", "H", "H", "H"],
  "positions_angstrom": [[-1.583, 0.381, 0.006], [-0.669, -0.819, -0.270], [0.589, -0.377, -0.840], [1.638, 0.236, -1.011], [2.193, 0.451, 0.357], [1.620, 1.038, 1.245], [-1.108, 1.059, 0.723], [-1.766, 0.939, -0.917], [-2.540, 0.042, 0.411], [-1.125, -1.579, -0.904], [-0.398, -1.312, 0.678], [3.150, -0.060, 0.521]],
  "lowdin_charge": [-0.0878, -0.2273, -0.0295, 0.0357, -0.3176, 0.0327, 0.0767, 0.0811, 0.0735, 0.1136, 0.1350, 0.1139]
}

Stability, lowest: A

A:
{
  "formula": "C5H6O",
  "method": "wB97M-V/def2-TZVPD",
  "smiles": "C1=C[C@H]2O[C@H]2C1",
  "gap_ha": 0.39226,
  "homo_ev": -9.508,
  "symbols": ["C", "C", "C", "C", "O", "C", "H", "H", "H", "H", "H", "H"],
  "positions_angstrom": [[-1.079, 0.526, -0.058], [0.244, 1.255, 0.061], [1.285, 0.421, 0.036], [0.806, -0.993, -0.042], [0.005, -1.380, 1.083], [-0.660, -0.936, -0.090], [-1.748, 0.741, 0.783], [-1.614, 0.803, -0.975], [0.304, 2.333, 0.184], [2.331, 0.702, 0.100], [1.398, -1.788, -0.487], [-1.270, -1.683, -0.595]],
  "lowdin_charge": [-0.1219, -0.0729, -0.0329, -0.2375, -0.0031, -0.2570, 0.1207, 0.1163, 0.1020, 0.1024, 0.1404, 0.1435]
}

B:
{
  "formula": "C5H6O",
  "method": "wB97M-V/def2-TZVPD",
  "gap_ha": 0.28901,
  "homo_ev": -8.614,
  "symbols": ["C", "C", "C", "O", "C", "C", "H", "H", "H", "H", "H", "H"],
  "positions_angstrom": [[-0.906, 0.338, -0.390], [-0.290, -0.858, -1.032], [0.810, -1.296, -0.364], [0.472, 1.826, 0.987], [-0.013, 0.504, 0.860], [1.160, -0.428, 0.728], [-1.978, 0.195, -0.202], [-0.803, 1.230, -1.019], [-0.678, -1.300, -1.950], [1.434, -2.121, -0.698], [-0.583, 0.205, 1.760], [1.375, 1.703, 1.320]],
  "lowdin_charge": [-0.1239, -0.0224, -0.1264, -0.0539, -0.4496, 0.0979, 0.1196, 0.1299, 0.1121, 0.0875, 0.1519, 0.0773]
}

C:
{
  "formula": "C5H6O",
  "method": "wB97M-V/def2-TZVPD",
  "smiles": "C=C[C@@H]1CC1=O",
  "gap_ha": 0.36309,
  "homo_ev": -9.067,
  "symbols": ["O", "C", "C", "C", "C", "C", "H", "H", "H", "H", "H", "H"],
  "positions_angstrom": [[2.684, -0.197, 0.930], [1.677, -0.277, 0.288], [0.747, -1.129, -0.466], [-1.813, 0.363, 0.370], [-0.649, 0.998, 0.288], [0.552, 0.416, -0.381], [0.067, -1.717, 0.147], [1.029, -1.612, -1.398], [-1.922, -0.638, -0.042], [-2.686, 0.815, 0.831], [-0.542, 2.006, 0.689], [0.876, 0.973, -1.263]],
  "lowdin_charge": [0.1252, -0.3564, -0.0210, 0.0100, -0.1461, -0.1953, 0.1073, 0.1101, 0.0582, 0.0575, 0.1034, 0.1469]
}

Stability, lowest: B

A:
{
  "formula": "C37H31ClIMoO2PSi",
  "method": "wB97M-V/def2-TZVPD",
  "total_charge": 2,
  "gap_ha": [0.22160, 0.24388],
  "s_squared": 2.29,
  "homo_ev": [-13.631, -13.590],
  "multiplicity": 3,
  "symbols": ["Mo", "Cl", "C", "C", "C", "C", "O", "C", "C", "O", "C", "H", "H", "H", "H", "I", "C", "C", "C", "C", "C", "C", "C", "C", "C", "P", "C", "C", "C", "C", "C", "C", "C", "C", "C", "C", "C", "C", "C", "H", "H", "H", "H", "H", "H", "H", "H", "H", "H", "H", "H", "H", "H", "H", "H", "C", "Si", "C", "C", "C", "C", "C", "C", "C", "H", "H", "H", "H", "H", "H", "H", "H", "H", "H", "H"],
  "positions_angstrom": [[-0.225, -0.209, 0.727], [4.061, 0.275, 6.794], [2.866, 0.200, 5.564], [1.520, 0.482, 5.872], [0.542, 0.432, 4.908], [0.852, 0.097, 3.588], [-0.104, 0.007, 2.680], [2.205, -0.175, 3.283], [2.566, -0.456, 1.962], [1.792, -0.421, 0.969], [3.202, -0.125, 4.283], [1.258, 0.739, 6.890], [-0.485, 0.647, 5.167], [3.616, -0.668, 1.741], [4.233, -0.337, 4.024], [-2.101, -0.744, -1.108], [-1.982, 0.094, -3.068], [-3.037, -0.351, -3.804], [-3.220, 0.102, -5.121], [-2.341, 1.005, -5.637], [-1.240, 1.475, -4.878], [-0.354, 2.406, -5.460], [0.724, 2.879, -4.775], [0.956, 2.416, -3.473], [0.126, 1.504, -2.853], [0.784, 1.011, -1.225], [1.084, 2.548, -0.321], [0.071, 3.512, -0.314], [0.209, 4.657, 0.453], [1.358, 4.852, 1.212], [2.366, 3.898, 1.208], [2.230, 2.743, 0.451], [2.320, 0.176, -1.694], [2.207, -1.176, -2.022], [3.320, -1.887, -2.438], [4.555, -1.251, -2.519], [4.667, 0.093, -2.198], [3.552, 0.812, -1.786], [-1.021, 1.013, -3.540], [-3.747, -1.052, -3.382], [-4.059, -0.261, -5.698], [-2.466, 1.382, -6.643], [-0.554, 2.735, -6.472], [1.400, 3.594, -5.222], [1.822, 2.790, -2.943], [-0.815, 3.373, -0.923], [-0.574, 5.403, 0.451], [1.470, 5.754, 1.800], [3.266, 4.057, 1.787], [3.024, 2.006, 0.449], [1.242, -1.671, -1.969], [3.227, -2.933, -2.700], [5.426, -1.805, -2.839], [5.626, 0.589, -2.273], [3.652, 1.864, -1.553], [-4.144, -0.304, 1.649], [-2.659, -1.354, 2.046], [-2.439, -1.337, 3.886], [-2.715, -3.074, 1.351], [-1.618, -3.716, 0.770], [-1.715, -5.032, 0.344], [-2.911, -5.722, 0.495], [-4.007, -5.099, 1.075], [-3.913, -3.781, 1.501], [-4.893, -0.527, 2.415], [-4.580, -0.510, 0.673], [-3.929, 0.764, 1.725], [-3.406, -1.642, 4.299], [-2.224, -0.331, 4.242], [-1.684, -2.034, 4.247], [-0.675, -3.187, 0.661], [-0.858, -5.522, -0.100], [-2.987, -6.748, 0.162], [-4.938, -5.638, 1.198], [-4.779, -3.306, 1.951]],
  "mulliken_spin": [2.4109, -0.0019, -0.0095, 0.0139, -0.0031, 0.0176, -0.0227, 0.0311, 0.0644, -0.0953, 0.0096, 0.0002, 0.0011, 0.0027, 0.0003, -0.0226, -0.0118, -0.0080, -0.0013, -0.0009, -0.0015, 0.0011, -0.0013, -0.0074, 0.0142, -0.1467, -0.0369, 0.0698, -0.0013, 0.0079, -0.0046, 0.0217, -0.0056, -0.0037, 0.0128, -0.0017, 0.0016, 0.0009, -0.0063, -0.0011, -0.0001, 0.0002, 0.0001, -0.0003, -0.0011, 0.0046, 0.0001, 0.0003, -0.0004, -0.0019, -0.0100, 0.0008, 0.0000, 0.0002, 0.0004, -0.0093, -0.2364, -0.0243, -0.0374, 0.0174, 0.0083, 0.0020, -0.0054, -0.0091, -0.0055, -0.0008, -0.0037, -0.0042, -0.0004, 0.0020, 0.0296, 0.0007, 0.0002, -0.0011, -0.0023]
}

B:
{
  "formula": "C37H31ClIMoO2PSi",
  "method": "wB97M-V/def2-TZVPD",
  "total_charge": 2,
  "gap_ha": [0.25777, 0.23292],
  "s_squared": 2.05,
  "homo_ev": [-13.522, -13.405],
  "multiplicity": 3,
  "symbols": ["Mo", "Cl", "C", "C", "C", "C", "O", "C", "C", "O", "C", "H", "H", "H", "H", "I", "C", "C", "C", "C", "C", "C", "C", "C", "C", "P", "C", "C", "C", "C", "C", "C", "C", "C", "C", "C", "C", "C", "C", "H", "H", "H", "H", "H", "H", "H", "H", "H", "H", "H", "H", "H", "H", "H", "H", "C", "Si", "C", "C", "C", "C", "C", "C", "C", "H", "H", "H", "H", "H", "H", "H", "H", "H", "H", "H"],
  "positions_angstrom": [[-0.582, 0.261, -0.261], [-4.262, -4.212, 4.262], [-3.228, -3.119, 3.426], [-2.255, -2.402, 4.153], [-1.417, -1.508, 3.540], [-1.514, -1.284, 2.157], [-0.720, -0.400, 1.600], [-2.478, -2.023, 1.418], [-2.632, -1.869, 0.035], [-1.984, -1.077, -0.721], [-3.334, -2.944, 2.080], [-2.182, -2.567, 5.221], [-0.678, -0.956, 4.104], [-3.374, -2.484, -0.476], [-4.068, -3.499, 1.510], [-0.373, 1.094, -2.894], [0.892, -0.151, -4.020], [0.451, -0.321, -5.304], [1.277, -0.935, -6.262], [2.536, -1.310, -5.907], [3.000, -1.150, -4.579], [4.327, -1.533, -4.267], [4.814, -1.420, -3.001], [3.957, -0.981, -1.980], [2.661, -0.583, -2.233], [1.704, -0.308, -0.731], [2.211, -1.503, 0.509], [3.186, -1.231, 1.466], [3.522, -2.205, 2.395], [2.892, -3.442, 2.366], [1.920, -3.715, 1.412], [1.575, -2.746, 0.484], [1.930, 1.355, -0.062], [2.435, 2.395, -0.861], [2.524, 3.673, -0.353], [2.087, 3.944, 0.946], [1.560, 2.938, 1.731], [1.478, 1.636, 1.236], [2.156, -0.602, -3.572], [-0.526, 0.036, -5.602], [0.917, -1.069, -7.272], [3.209, -1.742, -6.637], [4.950, -1.921, -5.063], [5.830, -1.703, -2.765], [4.330, -0.991, -0.964], [3.682, -0.268, 1.491], [4.281, -1.999, 3.138], [3.162, -4.198, 3.091], [1.435, -4.681, 1.390], [0.816, -2.961, -0.262], [2.784, 2.184, -1.864], [2.943, 4.466, -0.957], [2.171, 4.949, 1.340], [1.237, 3.147, 2.743], [1.140, 0.839, 1.886], [-1.286, 4.034, -0.209], [-2.145, 2.401, -0.396], [-3.300, 2.378, -1.861], [-2.986, 1.763, 1.133], [-4.089, 0.908, 1.037], [-4.764, 0.483, 2.174], [-4.339, 0.904, 3.424], [-3.241, 1.753, 3.542], [-2.571, 2.176, 2.409], [-2.046, 4.813, -0.101], [-0.696, 4.263, -1.099], [-0.626, 4.081, 0.656], [-4.196, 2.934, -1.566], [-3.609, 1.375, -2.159], [-2.890, 2.885, -2.736], [-4.446, 0.587, 0.064], [-5.629, -0.162, 2.083], [-4.870, 0.584, 4.312], [-2.923, 2.093, 4.519], [-1.720, 2.842, 2.513]],
  "mulliken_spin": [2.1151, -0.0012, -0.0060, 0.0157, -0.0028, -0.0089, -0.0333, 0.0768, 0.0204, -0.0069, 0.0164, -0.0001, -0.0005, -0.0019, 0.0006, 0.0050, -0.0174, 0.0042, -0.0002, -0.0003, 0.0033, -0.0015, -0.0002, -0.0055, 0.0058, -0.0120, -0.0472, 0.0026, -0.0003, 0.0005, 0.0046, 0.0156, -0.0301, 0.0479, -0.0047, -0.0023, 0.0235, -0.0297, 0.0052, -0.0022, 0.0001, 0.0003, 0.0000, 0.0000, 0.0006, -0.0001, -0.0001, 0.0001, 0.0002, 0.0045, 0.0036, 0.0001, 0.0000, -0.0003, -0.0087, -0.0011, -0.1349, -0.0064, 0.0032, 0.0058, 0.0064, -0.0098, 0.0042, -0.0132, -0.0023, 0.0004, 0.0042, -0.0035, 0.0049, -0.0002, -0.0014, 0.0002, 0.0003, -0.0002, -0.0044]
}

Stability, lowest: A